3 unconnected molecules or ions with the total composition C34H33N4O5. Source: OMol25; level of theory: ωB97M-V/def2-TZVPD.

Each atom is followed by the atoms it is bonded to, with distances in Å.
Cartesian coordinates (Å):
1 O 4.21 1.06 -5.07  C26 1.225
2 O -2.48 -2.01 2.78  C35 1.226
3 O -2.18 4.46 1.88  N8 1.353, H73 1.004
4 O -6.31 -4.96 0.52  C41 1.225
5 O -0.86 0.38 -3.51  C10 1.226
6 N 0.49 3.45 1.98  C23 1.400, C27 1.513, H60 1.064
7 N -0.55 1.21 1.37  C23 1.513, H71 1.043, H72 1.044
8 N -1.92 3.39 1.09  O3 1.353, C23 1.543, H44 1.062
9 N 5.83 -0.15 2.40  C30 1.522, H58 1.046, H67 1.044
10 C 0.30 0.57 -3.88  O5 1.226, C21 1.476, C37 1.476
11 C -3.16 -4.41 4.04  C24 1.400, C39 1.396, H59 1.089
12 C -3.95 -2.28 0.96  C13 1.401, C35 1.476, C36 1.394
13 C -3.52 -1.10 0.35  C12 1.401, C28 1.396, H45 1.089
14 C 3.10 2.49 -1.29  C16 1.395, C38 1.396, H61 1.088
15 C 3.07 3.91 2.24  C27 1.672, C33 1.639, H54 1.180, H75 1.188
16 C 1.76 2.36 -0.91  C14 1.395, C34 1.396, H76 1.088
17 C -0.19 -0.49 -6.08  C19 1.396, C21 1.401, H53 1.089
18 C -5.22 -5.91 2.91  C20 1.396, C32 1.401, H64 1.089
19 C 0.21 -0.89 -7.36  C17 1.396, C43 1.395, H74 1.088
20 C -4.60 -6.34 4.09  C18 1.396, C39 1.395, H56 1.088
21 C 0.73 0.12 -5.22  C10 1.476, C17 1.401, C25 1.394
22 C -5.04 -1.51 -1.49  C28 1.395, C40 1.397, H51 1.088
23 C -0.60 2.72 1.50  N6 1.400, N7 1.513, N8 1.543
24 C -3.77 -3.97 2.87  C11 1.400, C32 1.394, C35 1.476
25 C 2.05 0.31 -5.63  C21 1.394, C26 1.477, C29 1.401
26 C 3.04 0.93 -4.73  O1 1.225, C25 1.477, C31 1.477
27 C 1.80 2.84 2.43  N6 1.513, C15 1.672, H52 1.193, H68 1.173
28 C -4.07 -0.72 -0.88  C13 1.396, C22 1.395, H70 1.088
29 C 2.44 -0.08 -6.92  C25 1.401, C43 1.397, H57 1.089
30 C 4.45 0.49 2.53  N9 1.522, C42 1.671, H62 1.188, H65 1.174
31 C 2.60 1.40 -3.39  C26 1.477, C37 1.394, C38 1.401
32 C -4.79 -4.72 2.29  C18 1.401, C24 1.394, C41 1.477
33 C 4.54 3.25 2.58  C15 1.639, C42 1.640, H50 1.193, H69 1.193
34 C 0.85 1.73 -1.76  C16 1.396, C37 1.400, H48 1.089
35 C -3.34 -2.70 2.24  O2 1.226, C12 1.476, C24 1.476
36 C -4.94 -3.07 0.37  C12 1.394, C40 1.401, C41 1.477
37 C 1.27 1.24 -3.00  C10 1.476, C31 1.394, C34 1.400
38 C 3.52 2.01 -2.53  C14 1.396, C31 1.401, H47 1.089
39 C -3.57 -5.59 4.65  C11 1.396, C20 1.395, H49 1.088
40 C -5.48 -2.68 -0.87  C22 1.397, C36 1.401, H55 1.089
41 C -5.42 -4.30 1.02  O4 1.225, C32 1.477, C36 1.477
42 C 4.49 1.88 3.47  C30 1.671, C33 1.640, H63 1.192, H66 1.179
43 C 1.52 -0.68 -7.78  C19 1.395, C29 1.397, H46 1.088
44 H -2.64 2.67 1.38  N8 1.062
45 H -2.76 -0.48 0.81  C13 1.089
46 H 1.83 -0.98 -8.78  C43 1.088
47 H 4.56 2.12 -2.83  C38 1.089
48 H -0.19 1.63 -1.45  C34 1.089
49 H -3.08 -5.94 5.56  C39 1.088
50 H 5.16 4.04 3.22  C33 1.193
51 H -5.46 -1.21 -2.45  C22 1.088
52 H 1.72 2.68 3.61  C27 1.193
53 H -1.21 -0.66 -5.76  C17 1.089
54 H 3.08 4.21 1.10  C15 1.180
55 H -6.24 -3.29 -1.35  C40 1.089
56 H -4.93 -7.26 4.56  C20 1.088
57 H 3.47 0.08 -7.26  C29 1.089
58 H 6.28 -0.26 3.34  N9 1.046
59 H -2.35 -3.83 4.49  C11 1.089
60 H 0.43 4.51 2.04  N6 1.064
61 H 3.81 2.97 -0.63  C14 1.088
62 H 4.07 0.86 1.47  C30 1.188
63 H 5.53 1.83 4.06  C42 1.192
64 H -6.02 -6.50 2.47  C18 1.089
65 H 3.68 -0.25 3.02  C30 1.174
66 H 3.65 1.88 4.30  C42 1.179
67 H 6.44 0.39 1.76  N9 1.044
68 H 2.13 1.88 1.85  C27 1.173
69 H 5.15 2.98 1.59  C33 1.193
70 H -3.74 0.20 -1.36  C28 1.088
71 H -0.91 0.71 2.21  N7 1.043
72 H 0.38 0.85 1.05  N7 1.044
73 H -1.97 4.21 2.83  O3 1.004
74 H -0.51 -1.36 -8.03  C19 1.088
75 H 2.92 4.91 2.87  C15 1.188
76 H 1.43 2.74 0.06  C16 1.088

Values from the calculation:
Orbital gap = 7.0 eV
Spin multiplicity = 1
Charge = +1